(1)
A single C4H4O3 molecule, computed with ωB97M-V/def2-TZVPD.

Values from the calculation:
SMILES ... O=CC1(C=O)CO1
Lowest unoccupied orbital energy ... 0.43 eV
HOMO-LUMO gap ... 10.6 eV
ΔE to the lowest compared entry with this formula, charge and spin ... 55.87 kcal per mole

Cartesian coordinates (Å):
O: 2.207 -0.985 -0.008
C: 1.284 -0.547 0.624
C: 0.083 0.036 -0.096
C: -0.612 1.236 0.385
O: 0.298 1.300 -0.700
C: -0.681 -0.956 -0.926
O: -0.819 -2.102 -0.582
H: 1.280 -0.560 1.730
H: -1.654 1.403 0.120
H: -0.282 1.705 1.312
H: -1.103 -0.530 -1.859

Computed natural (NBO) charges, given in elementary charges: -0.463 0.430 -0.023 -0.085 -0.444 0.429 -0.489 0.125 0.194 0.196 0.130



(2)
A single C4H4O3 molecule, computed with ωB97M-V/def2-TZVPD.

Values from the calculation:
Lowest unoccupied orbital energy ... 0.02 eV
HOMO-LUMO gap ... 9.4 eV
ΔE to the lowest compared entry with this formula, charge and spin ... 125.93 kcal per mole

Cartesian coordinates (Å):
O: 0.838 -1.715 1.427
C: 0.579 -0.642 0.989
O: 0.880 0.596 1.497
C: 0.132 1.303 0.469
C: -0.149 -0.039 -0.211
C: -0.798 -0.864 -1.732
O: -1.440 -0.406 -0.548
H: 0.762 2.024 -0.055
H: -0.768 1.765 0.881
H: -0.474 -1.907 -1.481
H: 0.437 -0.116 -1.236

Computed natural (NBO) charges, given in elementary charges: -0.506 0.760 -0.471 -0.076 -0.050 0.063 -0.511 0.204 0.211 0.113 0.262



(3)
A single C4H4O4 molecule at a distorted geometry, computed with ωB97M-V/def2-TZVPD.

Values from the calculation:
SMILES ... O=C1C[C@H](C(=O)O)O1
Lowest unoccupied orbital energy ... -0.44 eV
HOMO-LUMO gap ... 10.4 eV
ΔE to the lowest compared entry with this formula, charge and spin ... 93.95 kcal per mole

Cartesian coordinates (Å):
C: 0.140 -0.339 1.459
C: 0.373 0.773 0.495
C: 0.656 -0.023 -0.773
C: -0.772 0.134 -1.260
H: -1.306 -0.730 0.571
H: 1.106 1.611 0.847
H: 0.936 -1.016 -0.629
H: 1.044 0.706 -1.657
O: -0.954 -1.204 1.341
O: 1.082 -0.949 1.952
O: -1.404 -0.281 -2.277
O: -0.901 1.318 -0.069

Computed natural (NBO) charges, given in elementary charges: 0.710 -0.039 -0.527 0.776 0.462 0.262 0.266 0.292 -0.631 -0.542 -0.473 -0.556



(4)
C4H4O5Pr as an isolated structure at a distorted geometry, computed with ωB97M-V/def2-TZVPD.

Values from the calculation:
Multiplicity ... 4
Charge ... +2
Lowest unoccupied orbital energy (alpha / beta) ... -9.27 / -9.22 eV
HOMO-LUMO gap (alpha / beta) ... 8.2 / 8.3 eV

Cartesian coordinates (Å):
O: -0.525 -0.455 -2.125
C: 0.544 -0.280 -1.598
O: -0.346 0.304 0.395
H: -4.166 1.424 0.811
Pr: 2.584 -0.166 1.491
O: 1.644 -0.508 -1.227
O: -2.347 1.170 -0.138
C: -3.729 0.794 0.031
C: -3.646 -0.682 0.416
O: -2.227 -0.937 0.434
C: -1.571 0.121 0.012
H: -4.238 0.964 -0.924
H: -4.111 -1.351 -0.315
H: -4.040 -0.889 1.416

Computed natural (NBO) charges, given in elementary charges: -0.459 1.101 -0.835 0.231 1.973 -0.659 -0.425 -0.110 -0.109 -0.439 1.042 0.230 0.229 0.229



(5)
C4H4O5Tl as an isolated structure at a distorted geometry, computed with ωB97M-V/def2-TZVPD.

Values from the calculation:
Charge ... -1
Lowest unoccupied orbital energy ... 1.37 eV
HOMO-LUMO gap ... 4.8 eV
ΔE to the lowest compared entry with this formula, charge and spin ... 42.74 kcal per mole

Cartesian coordinates (Å):
O: -0.128 0.001 1.033
C: 3.950 1.552 3.018
O: 4.783 2.108 3.529
Tl: 2.111 -0.312 1.708
O: -2.973 0.748 -1.138
C: -3.264 -0.156 -2.145
C: -1.645 0.840 -0.646
O: -4.379 -0.701 -2.010
O: -2.426 -0.327 -3.048
C: -1.334 -0.226 0.408
H: -1.551 1.840 -0.195
H: -0.926 0.763 -1.473
H: -2.183 -0.232 1.130
H: -1.393 -1.214 -0.102

Computed natural (NBO) charges, given in elementary charges: -1.036 0.501 -0.477 0.799 -0.582 0.940 -0.073 -0.793 -0.812 -0.058 0.146 0.177 0.131 0.136



(6)
An isolated ion of composition C4H4O6S and charge -2 at a distorted geometry, computed with ωB97M-V/def2-TZVPD.

Values from the calculation:
Charge ... -2
SMILES ... O=C1[C@@H](O)C[C@@]1([O-])S(=O)(=O)[O-]
Lowest unoccupied orbital energy ... 6.52 eV
HOMO-LUMO gap ... 6.6 eV
ΔE to the lowest compared entry with this formula, charge and spin ... 20.96 kcal per mole

Cartesian coordinates (Å):
C: -1.057 -0.657 0.054
C: -0.214 -0.633 -1.176
C: -0.824 0.915 0.213
C: -0.187 1.017 -1.170
O: -1.590 1.770 0.780
O: 1.564 1.883 1.542
O: 0.312 1.718 -1.988
O: 1.950 -0.565 1.022
O: 0.237 0.079 2.560
O: 0.850 -1.778 -1.300
S: 0.924 0.570 1.355
H: -2.057 -0.927 -0.139
H: -0.638 -0.987 1.044
H: -0.812 -0.986 -2.164
H: 1.543 -1.419 -0.632

Computed natural (NBO) charges, given in elementary charges: -0.569 -0.030 0.196 0.519 -0.782 -1.029 -0.580 -1.085 -1.046 -0.808 2.111 0.176 0.273 0.143 0.513



(7)
A single C4H4OS molecule at a distorted geometry, computed with ωB97M-V/def2-TZVPD.

Values from the calculation:
SMILES ... C#CC(=S)OC
Lowest unoccupied orbital energy ... -0.35 eV
HOMO-LUMO gap ... 8.4 eV
ΔE to the lowest compared entry with this formula, charge and spin ... 60.57 kcal per mole

Cartesian coordinates (Å):
C: -1.188 -1.899 0.199
C: 0.030 0.165 0.207
C: 0.784 -0.230 -0.953
C: 1.280 -0.489 -2.017
H: -1.462 -1.881 -0.879
H: -0.318 -2.532 0.331
H: -2.028 -2.197 0.757
H: 1.673 -0.635 -3.001
O: -0.958 -0.580 0.642
S: 0.272 1.663 0.815

Computed natural (NBO) charges, given in elementary charges: -0.256 0.155 -0.116 -0.150 0.190 0.194 0.207 0.245 -0.461 -0.008



(8)
A 2-piece molecular cluster, C4H4OS overall at a distorted geometry, computed with ωB97M-V/def2-TZVPD.

Values from the calculation:
Lowest unoccupied orbital energy (alpha / beta) ... -1.22 / -1.02 eV
HOMO-LUMO gap (alpha / beta) ... 6.9 / 7.4 eV
ΔE to the lowest compared entry with this formula, charge and spin ... 97.89 kcal per mole

Cartesian coordinates (Å):
C: -1.577 -0.740 -0.794
C: 0.249 -0.362 0.981
C: -0.637 -0.493 -1.583
C: 0.843 0.880 0.588
O: 0.227 -0.012 -2.243
S: 0.213 -1.496 2.045
H: -2.275 -1.400 -0.369
H: 1.622 1.213 1.278
H: 0.066 1.643 0.514
H: 1.269 0.768 -0.417

Computed natural (NBO) charges, given in elementary charges: -0.544 0.042 0.505 -0.791 -0.583 0.295 0.237 0.253 0.283 0.303



(9)
A single C4H4OS molecule at a distorted geometry, computed with ωB97M-V/def2-TZVPD.

Values from the calculation:
Lowest unoccupied orbital energy (alpha / beta) ... -0.41 / -1.71 eV
HOMO-LUMO gap (alpha / beta) ... 8.1 / 6.0 eV
ΔE to the lowest compared entry with this formula, charge and spin ... 136.26 kcal per mole

Cartesian coordinates (Å):
C: -0.379 0.288 -0.859
C: -1.424 0.250 -1.821
C: 1.001 -0.460 0.856
C: 1.474 -0.302 2.039
O: 0.191 -0.620 -0.089
S: -2.207 -1.029 -2.786
H: 0.077 1.348 -0.735
H: -1.894 1.161 -1.979
H: 0.664 -0.216 2.937
H: 2.497 -0.421 2.439

Computed natural (NBO) charges, given in elementary charges: 0.081 -0.364 0.431 -0.554 -0.362 -0.085 0.176 0.209 0.218 0.251



(10)
A single C4H4OS molecule at a distorted geometry, computed with ωB97M-V/def2-TZVPD.

Values from the calculation:
SMILES ... C#CCC(=O)S
Lowest unoccupied orbital energy ... 0.70 eV
HOMO-LUMO gap ... 10.6 eV
ΔE to the lowest compared entry with this formula, charge and spin ... 36.48 kcal per mole

Cartesian coordinates (Å):
C: -1.218 -0.207 0.000
C: 0.130 -0.919 -0.005
C: 1.317 -0.060 -0.003
C: 2.287 0.642 -0.008
H: -2.526 1.643 0.016
H: 0.124 -1.549 -0.865
H: 0.152 -1.567 0.878
H: 3.164 1.287 0.001
O: -2.247 -0.846 -0.009
S: -1.183 1.576 -0.004

Computed natural (NBO) charges, given in elementary charges: 0.442 -0.592 -0.016 -0.222 0.149 0.267 0.269 0.249 -0.545 -0.002



(11)
A single C4H4OS2 molecule at a distorted geometry, computed with ωB97M-V/def2-TZVPD.

Values from the calculation:
Lowest unoccupied orbital energy (alpha / beta) ... -0.19 / 0.24 eV
HOMO-LUMO gap (alpha / beta) ... 6.3 / 7.0 eV
ΔE to the lowest compared entry with this formula, charge and spin ... 91.78 kcal per mole

Cartesian coordinates (Å):
C: -0.568 0.308 -1.276
C: 1.499 -1.416 -0.585
C: -0.684 0.946 0.031
C: -0.198 0.067 1.204
O: -0.766 0.121 -2.407
S: 2.126 -2.159 -1.815
S: 1.264 -1.324 0.991
H: -0.168 2.010 0.073
H: -1.678 1.301 0.190
H: 0.150 0.675 1.950
H: -0.977 -0.530 1.645

Computed natural (NBO) charges, given in elementary charges: 0.646 -0.600 -0.614 -0.451 -0.424 0.093 0.382 0.280 0.269 0.206 0.212



(12)
A single C4H4OS2 molecule at a distorted geometry, computed with ωB97M-V/def2-TZVPD.

Values from the calculation:
Multiplicity ... 3
Lowest unoccupied orbital energy (alpha / beta) ... 0.03 / -2.43 eV
HOMO-LUMO gap (alpha / beta) ... 6.7 / 6.9 eV
ΔE to the lowest compared entry with this formula, charge and spin ... 18.54 kcal per mole

Cartesian coordinates (Å):
C: -0.258 -1.095 0.921
C: 1.068 -1.187 0.753
C: -0.942 -0.019 0.241
C: 0.603 0.852 -0.921
O: -2.379 2.059 -0.599
S: 2.010 0.008 -0.110
S: -2.411 0.747 0.137
H: -0.699 -1.916 1.407
H: 1.741 -1.928 1.117
H: 0.640 0.532 -1.966
H: 0.627 1.948 -0.980

Computed natural (NBO) charges, given in elementary charges: -0.296 -0.328 -0.283 -0.522 -0.729 0.320 0.923 0.244 0.226 0.212 0.233